# 1
{
  "formula": "C32H35FeIN5OS3",
  "method": "ωB97M-V with the def2-TZVPD basis set",
  "species": ["Fe", "C", "N", "C", "C", "C", "C", "C", "C", "C", "N", "C", "C", "C", "C", "C", "C", "N", "C", "C", "H", "H", "H", "H", "H", "H", "H", "H", "H", "H", "H", "H", "H", "H", "H", "H", "H", "H", "H", "H", "I", "C", "C", "C", "C", "C", "C", "C", "C", "C", "C", "H", "H", "H", "H", "H", "H", "C", "O", "C", "S", "S", "H", "H", "H", "C", "N", "C", "C", "N", "C", "S", "H", "H", "H", "H", "H", "H"],
  "coordinates": [[0.24919, -0.30316, -0.44064], [-3.40749, 2.00202, -0.17103], [-2.49330, 2.08758, -1.30048], [-3.20755, 2.29892, -2.53915], [-1.38570, 2.95362, -1.06155], [-1.21343, 4.11890, -1.80343], [-0.12963, 4.95968, -1.58778], [0.78773, 4.63912, -0.60149], [0.63139, 3.48110, 0.14197], [-0.43587, 2.60485, -0.07186], [-0.52308, 1.36624, 0.57021], [-0.36141, 1.29902, 1.92839], [-0.33019, 2.39580, 2.81059], [-0.12523, 2.22911, 4.17009], [0.04470, 0.96948, 4.71886], [-0.05520, -0.13673, 3.87901], [-0.27926, 0.01368, 2.52450], [-0.53770, -1.11847, 1.65622], [-1.98627, -1.33766, 1.59582], [0.12288, -2.35527, 2.07061], [-4.00344, 2.92313, -0.06451], [-2.84232, 1.83712, 0.74291], [-4.09434, 1.16375, -0.31607], [-3.77245, 3.24627, -2.56470], [-3.92932, 1.48947, -2.67096], [-2.51404, 2.28237, -3.38040], [-1.93373, 4.37954, -2.56690], [-0.01407, 5.85619, -2.18492], [1.64670, 5.27646, -0.42179], [1.38791, 3.18846, 0.85821], [-0.44528, 3.39359, 2.41243], [-0.08516, 3.10690, 4.80618], [0.24004, 0.84008, 5.77590], [0.04664, -1.13119, 4.29370], [-2.38261, -1.57021, 2.59414], [-2.19993, -2.17099, 0.92385], [-2.47584, -0.44357, 1.21310], [-0.29796, -2.74576, 3.00774], [1.18962, -2.18002, 2.19544], [-0.02202, -3.10570, 1.29464], [-1.91519, -1.06708, -1.99794], [-1.14417, -3.00569, -2.15664], [-1.92482, -3.95538, -2.75355], [-1.43521, -5.26860, -2.90940], [-0.18456, -5.57652, -2.46419], [0.63128, -4.60152, -1.83908], [1.91987, -4.95431, -1.36902], [2.68967, -4.02033, -0.74342], [2.21344, -2.70192, -0.56553], [0.97411, -2.26844, -0.99668], [0.17044, -3.26360, -1.65959], [-2.91429, -3.70230, -3.11041], [-2.05677, -6.02025, -3.38020], [0.20744, -6.58184, -2.57443], [2.26597, -5.97312, -1.50633], [3.67055, -4.28405, -0.36210], [2.85032, -2.00757, -0.02774], [3.62282, 1.19867, 4.22526], [3.20362, 1.32270, 2.87076], [3.21146, 0.23967, 2.06559], [3.76330, -1.23982, 2.61988], [2.67678, 0.62662, 0.48877], [3.48500, 2.19024, 4.65400], [4.66777, 0.89046, 4.28233], [3.01019, 0.46947, 4.75256], [3.70455, 2.84022, -2.23742], [3.75572, 1.42016, -2.50979], [4.89802, 0.63993, -2.49434], [4.50594, -0.64499, -2.60717], [3.13506, -0.63115, -2.71269], [2.66496, 0.62776, -2.61050], [1.04717, 1.11162, -2.56008], [4.53329, 3.33384, -2.74368], [3.76039, 3.00835, -1.16092], [2.75421, 3.22750, -2.59640], [5.87647, 1.07032, -2.38396], [5.07288, -1.55737, -2.61137], [2.51635, -1.42550, -2.60284]],
  "e_above_lowest_ev": 0.000,
  "total_charge": -1,
  "homo_lumo_gap_ev": [6.133, 6.199],
  "multiplicity": 5,
  "lumo_energy_ev": [2.33, 2.31],
  "homo_ev": [-3.8, -3.9],
  "s2": 6.014
}

=====

# 2
{
  "formula": "C32H35GeHfIN2O5",
  "method": "ωB97M-V with the def2-TZVPD basis set",
  "species": ["Hf", "C", "N", "C", "C", "O", "C", "O", "C", "C", "O", "N", "C", "C", "H", "H", "H", "H", "H", "H", "H", "H", "H", "H", "H", "H", "H", "H", "H", "H", "I", "C", "C", "C", "C", "C", "C", "C", "O", "O", "H", "H", "H", "H", "C", "Ge", "C", "C", "C", "C", "C", "C", "C", "C", "C", "C", "C", "C", "C", "C", "C", "C", "H", "H", "H", "H", "H", "H", "H", "H", "H", "H", "H", "H", "H", "H", "H"],
  "coordinates": [[-0.73777, -0.37090, 0.28322], [-0.53787, -5.71545, -0.36483], [0.11939, -4.40503, -0.45728], [1.57991, -4.40394, -0.65798], [-0.54902, -3.29215, -0.48519], [-0.00463, -2.14909, -0.61389], [-2.06726, -3.29599, -0.37865], [-2.41711, -1.91188, -0.34019], [-3.79747, -1.59395, -0.17207], [-3.82096, -0.11580, 0.17213], [-2.69582, 0.46115, 0.33389], [-4.95451, 0.51033, 0.28417], [-5.01401, 1.94565, 0.60225], [-6.23948, -0.18914, 0.11077], [0.19853, -6.43362, -0.01640], [-0.89854, -6.02706, -1.34478], [-1.35450, -5.69167, 0.35285], [1.81942, -5.17586, -1.38571], [2.06697, -4.63574, 0.28781], [1.90044, -3.43442, -1.02657], [-2.40903, -3.79564, 0.53138], [-2.51255, -3.78236, -1.25088], [-4.23700, -2.18765, 0.63550], [-4.34304, -1.79656, -1.09716], [-4.01090, 2.33792, 0.72273], [-5.58721, 2.07379, 1.51857], [-5.51870, 2.45611, -0.21627], [-6.39578, -0.90618, 0.91563], [-6.28283, -0.68113, -0.85935], [-7.03046, 0.55274, 0.14963], [3.25136, -0.47789, 7.99756], [2.17597, -0.50892, 6.29230], [2.53238, -1.39992, 5.25665], [1.79385, -1.41739, 4.09386], [0.71978, -0.54064, 3.95758], [0.36471, 0.35861, 4.97227], [1.07919, 0.37160, 6.14808], [-0.07023, -0.48247, 2.69408], [-0.40046, -1.54726, 2.06833], [-0.42194, 0.62314, 2.19699], [3.37820, -2.06229, 5.38124], [2.05082, -2.09934, 3.29510], [-0.45913, 1.04303, 4.82647], [0.81749, 1.05169, 6.94715], [2.42674, 1.71008, 0.97696], [1.52278, 0.84226, -0.54623], [2.82358, -0.05072, -1.67912], [2.44052, -0.56907, -2.91773], [3.35796, -1.20245, -3.74073], [4.67977, -1.33257, -3.33245], [5.07597, -0.82312, -2.10465], [4.15280, -0.18781, -1.28499], [0.38969, 2.14433, -1.49480], [-0.91218, 1.78336, -1.74381], [-1.88546, 2.65739, -2.28654], [-1.51833, 3.93866, -2.56584], [-0.18431, 4.38017, -2.35129], [0.20119, 5.69800, -2.68844], [1.49836, 6.10169, -2.52745], [2.46333, 5.20165, -2.03461], [2.11111, 3.92524, -1.68900], [0.77736, 3.48173, -1.82682], [3.26728, 2.31015, 0.62799], [2.82135, 0.96430, 1.67054], [1.74206, 2.36575, 1.51360], [1.41779, -0.45310, -3.26522], [3.05046, -1.57971, -4.70704], [5.40070, -1.81733, -3.97671], [6.10865, -0.90812, -1.79361], [4.48943, 0.21775, -0.33692], [-1.29564, 0.75202, -1.61969], [-2.88759, 2.30410, -2.49008], [-2.22757, 4.64435, -2.98005], [-0.54409, 6.37309, -3.08904], [1.79306, 7.10805, -2.79148], [3.49115, 5.52547, -1.94328], [2.87189, 3.23597, -1.34242]],
  "e_above_lowest_ev": 1.335,
  "total_charge": 3,
  "homo_lumo_gap_ev": [5.750, 1.977],
  "multiplicity": 2,
  "lumo_energy_ev": [-8.41, -12.18],
  "homo_ev": [-14.2, -14.2],
  "s2": 0.772
}

=====

# 3
{
  "formula": "C32H35IrN6O2P",
  "method": "ωB97M-V with the def2-TZVPD basis set",
  "species": ["Ir", "C", "C", "C", "C", "C", "C", "N", "C", "C", "C", "C", "C", "N", "C", "C", "C", "C", "C", "C", "N", "H", "H", "H", "H", "H", "H", "H", "H", "H", "H", "H", "H", "H", "H", "H", "C", "H", "H", "H", "C", "P", "C", "C", "H", "H", "H", "H", "H", "H", "H", "H", "H", "N", "C", "C", "C", "N", "H", "H", "H", "H", "O", "C", "N", "C", "O", "C", "C", "C", "C", "C", "C", "H", "H", "H", "H"],
  "coordinates": [[-0.54118, -0.12725, 0.17103], [2.29609, 2.59339, 1.20090], [2.97914, 1.29516, 0.89272], [4.36543, 1.26034, 0.81642], [4.99294, 0.08674, 0.44907], [4.21805, -1.02589, 0.17378], [2.84067, -0.91817, 0.31032], [2.23589, 0.20192, 0.66526], [1.92242, -2.09705, -0.06036], [2.53593, -3.37656, 0.41040], [1.81807, -4.38530, 0.95643], [0.46592, -4.17568, 1.22314], [-0.10614, -2.90629, 0.99657], [0.53059, -1.89593, 0.44040], [-1.47331, -2.62789, 1.49354], [-2.29519, -3.59634, 2.03818], [-3.52512, -3.21315, 2.55077], [-3.87379, -1.88135, 2.50108], [-3.02465, -0.94660, 1.91212], [-3.46491, 0.47940, 1.85046], [-1.84172, -1.33669, 1.40122], [2.83158, 3.41693, 0.72988], [2.28443, 2.78599, 2.27556], [1.26945, 2.59680, 0.84583], [4.93577, 2.15802, 1.01332], [6.06926, 0.04038, 0.35537], [4.69309, -1.93608, -0.15800], [3.59285, -3.50301, 0.23963], [2.28703, -5.32359, 1.21772], [-0.12170, -4.95371, 1.67932], [-1.99583, -4.63099, 2.06646], [-4.19223, -3.94499, 2.98496], [-4.81612, -1.54000, 2.90621], [-4.55016, 0.52125, 1.77602], [-3.02982, 1.01411, 1.01254], [-3.17745, 0.99199, 2.76970], [1.85860, -2.17702, -1.60692], [2.86863, -2.26719, -2.00269], [1.42749, -1.25845, -1.99876], [1.28701, -3.04869, -1.92420], [-1.75854, -2.86995, -1.71819], [-1.73570, -1.06296, -1.53095], [-3.50767, -0.69031, -1.41525], [-1.32614, -0.51563, -3.21370], [-2.34408, -3.08267, -2.61326], [-2.24812, -3.35545, -0.87489], [-0.76352, -3.28821, -1.84759], [-3.98106, -1.04483, -2.33191], [-3.67160, 0.38056, -1.31736], [-3.96460, -1.20903, -0.57262], [-1.97061, -1.05912, -3.90537], [-0.28530, -0.72616, -3.45564], [-1.50983, 0.54961, -3.34502], [0.40200, 0.67564, 3.17599], [0.46943, 1.61761, 4.13032], [-0.26392, 2.69447, 3.68371], [-0.74205, 2.30467, 2.42994], [-0.35182, 1.06717, 2.13612], [0.83912, -0.23094, 3.16450], [1.02032, 1.45691, 5.04103], [-0.42745, 3.62822, 4.19009], [-1.35803, 2.85203, 1.73584], [-1.67469, 1.69263, -0.54291], [-0.68953, 1.97474, -1.28708], [0.27189, 1.05609, -1.30390], [1.37796, 1.53434, -2.04902], [2.40394, 0.94685, -2.23807], [0.95146, 2.88223, -2.56113], [1.62499, 3.78257, -3.35254], [0.96814, 4.97737, -3.65792], [-0.31175, 5.24371, -3.18602], [-0.99304, 4.32487, -2.38748], [-0.33477, 3.15040, -2.09075], [2.61946, 3.57322, -3.72181], [1.46633, 5.71423, -4.27307], [-0.78651, 6.18002, -3.44452], [-1.99173, 4.52653, -2.02495]],
  "e_above_lowest_ev": 0.000,
  "total_charge": 2,
  "homo_lumo_gap_ev": [7.508, 6.864],
  "multiplicity": 2,
  "lumo_energy_ev": [-6.05, -7.19],
  "homo_ev": [-13.6, -14.1],
  "s2": 0.784
}